[1]
{
  "formula": "C22H67N9O9",
  "method": "wB97M-V/def2-TZVPD",
  "smiles": "COC[C@H](C)N.COC[C@H](C)N.COC[C@H](C)N.COC[C@H](C)N.COC[C@H](C)N.NC(N)=O.NC(N)=O.O.O",
  "charge": 0,
  "orbital_gap_ev": 9.20,
  "homo_energy_ev": -8.950,
  "species": ["O", "O", "O", "O", "O", "O", "O", "O", "O", "N", "N", "N", "N", "N", "N", "N", "N", "N", "C", "C", "C", "C", "C", "C", "C", "C", "C", "C", "C", "C", "C", "C", "C", "C", "C", "C", "C", "C", "C", "C", "H", "H", "H", "H", "H", "H", "H", "H", "H", "H", "H", "H", "H", "H", "H", "H", "H", "H", "H", "H", "H", "H", "H", "H", "H", "H", "H", "H", "H", "H", "H", "H", "H", "H", "H", "H", "H", "H", "H", "H", "H", "H", "H", "H", "H", "H", "H", "H", "H", "H", "H", "H", "H", "H", "H", "H", "H", "H", "H", "H", "H", "H", "H", "H", "H", "H", "H"],
  "coordinates": [[-4.495, -3.154, 8.225], [4.711, -5.227, -1.616], [-1.338, -3.401, -0.242], [-3.244, -7.525, -6.984], [8.208, 7.094, -2.737], [2.506, 2.886, -6.744], [-8.906, -5.772, -0.874], [-1.282, -2.315, -7.635], [4.767, 4.248, 5.842], [1.255, 2.556, -8.556], [8.262, 10.099, -2.079], [1.114, -2.078, -2.646], [-8.298, -2.808, -1.600], [-2.251, -1.773, 5.519], [2.787, 4.089, -8.563], [5.938, 6.329, 7.727], [-3.318, -8.592, -4.954], [-1.444, -8.340, -5.921], [-4.680, -2.109, 9.172], [-0.701, -3.188, -1.455], [0.229, -1.951, -1.503], [7.856, 8.148, -3.619], [5.715, 4.952, 8.041], [8.583, 9.465, -3.407], [-4.568, -1.665, 5.510], [2.162, 3.158, -7.901], [-1.878, -4.715, -0.191], [-2.692, -8.096, -6.030], [-9.237, -7.054, -1.408], [5.123, 3.374, 4.769], [-9.813, -4.761, -1.467], [-9.532, -3.333, -0.963], [7.475, 5.886, -2.937], [-3.396, -2.996, 7.274], [5.737, 4.006, 6.827], [-10.588, -2.312, -1.329], [-0.612, -0.756, -1.745], [10.068, 9.228, -3.332], [-3.395, -1.706, 6.420], [4.489, 4.963, 8.885], [5.639, 6.986, 8.434], [8.521, 9.345, -1.459], [0.866, 1.711, -8.163], [-11.560, -2.644, -0.965], [7.276, 10.050, -1.867], [-1.963, -2.727, -7.104], [-10.407, -1.298, -0.973], [4.442, 3.774, 4.017], [4.137, -4.495, -1.842], [-10.869, -4.966, -1.291], [5.835, 3.030, 7.302], [4.805, -5.174, -0.665], [6.402, 5.927, -2.750], [6.719, 4.177, 6.385], [-4.522, -0.755, 4.912], [-1.103, -5.480, -0.144], [-1.078, -8.858, -5.134], [-5.448, -1.738, 6.150], [-0.018, -4.022, -1.616], [4.429, 5.653, 9.726], [-7.594, -3.478, -1.326], [-7.977, -1.903, -1.286], [6.565, 4.638, 8.647], [10.313, 8.459, -2.600], [8.363, 10.167, -4.211], [-2.490, -3.076, 7.875], [2.172, 4.356, -9.318], [-10.192, -7.461, -1.076], [-8.547, -7.742, -0.919], [7.557, 5.574, -3.979], [1.394, -1.132, -2.864], [0.060, 0.084, -1.922], [-2.420, -2.292, 4.669], [-5.368, -1.352, 8.796], [3.574, 5.128, 8.316], [-1.522, -2.316, 5.959], [-4.526, -2.506, 4.818], [4.875, 2.321, 4.905], [-1.522, -2.522, -8.538], [-5.264, -2.516, 9.998], [-9.253, -3.327, 0.091], [-4.267, -8.262, -4.849], [8.101, 7.752, -4.605], [5.258, 6.512, 7.002], [-2.602, -4.888, -0.987], [6.166, 3.461, 4.464], [4.388, 3.971, 9.326], [-9.196, -7.076, -2.497], [0.561, -2.307, -3.459], [1.061, 2.832, -9.508], [-2.447, -4.844, 0.730], [-0.818, -7.982, -6.628], [-10.690, -2.257, -2.413], [-1.222, -0.729, -2.648], [10.453, 8.874, -4.288], [-2.898, -9.210, -4.275], [8.060, 5.163, -2.369], [-1.251, -0.412, -0.932], [-1.388, -3.242, -2.300], [-3.829, -1.532, 9.534], [-3.442, -0.837, 7.076], [6.771, 8.208, -3.537], [3.386, 4.703, -8.029], [-3.331, -3.859, 6.611], [10.631, 10.128, -3.087], [0.728, -1.886, -0.536], [-9.794, -4.735, -2.556]],
  "forces_ev_per_a": [[0.81, 0.19, -0.79], [0.11, -0.20, -0.11], [-0.67, -0.10, 0.68], [0.48, -0.28, 1.21], [0.13, 0.29, 0.87], [-0.47, -0.40, -0.08], [-1.90, 1.24, -1.35], [0.21, 0.19, 0.08], [0.98, -1.53, 0.79], [-4.14, -2.84, -2.53], [-0.15, -0.87, -0.42], [0.81, -0.33, 0.11], [0.45, -1.36, -0.72], [1.33, 0.35, 0.74], [0.87, 2.32, -2.32], [0.61, 1.43, -2.24], [-2.79, -0.03, 1.22], [5.72, -0.45, -0.76], [-1.13, 0.19, -0.32], [1.98, -0.81, -0.49], [-2.34, -0.94, -0.29], [-0.58, -1.19, -0.69], [-0.04, 0.69, 0.99], [-0.08, 0.17, 1.83], [-0.91, 0.09, 0.19], [3.27, -0.29, 5.59], [-0.37, 0.33, 0.72], [-3.38, 0.84, -1.49], [0.51, -0.13, 0.96], [-1.68, 1.06, -0.96], [0.26, 0.40, 0.61], [1.70, 1.13, -0.21], [1.30, 0.41, -0.68], [-0.47, 0.57, 1.29], [1.16, 1.73, 1.68], [-1.18, -0.80, -0.01], [-0.45, 2.60, 0.42], [0.92, -0.23, -0.64], [0.11, -1.68, -0.44], [-1.61, -2.16, 0.77], [0.21, -0.37, 0.56], [0.80, -0.03, 0.66], [-0.09, 0.28, -0.24], [-0.19, 0.21, 0.20], [-0.73, 0.54, -0.63], [-0.17, -0.13, 0.15], [0.26, -0.20, 0.20], [0.40, -0.46, -0.70], [-0.20, 0.23, -0.14], [-0.08, -0.49, 0.72], [-0.89, -0.70, -0.53], [0.05, -0.01, 0.23], [0.02, 0.21, 0.64], [0.28, 0.06, -0.19], [-0.36, 0.08, 0.12], [0.22, -0.02, -0.47], [0.15, 0.39, -0.40], [-0.43, 0.18, -0.52], [0.23, -0.45, -0.15], [0.67, 0.22, -0.14], [0.60, 0.09, -0.25], [-0.42, 0.08, 0.35], [0.11, -0.34, 0.11], [-0.11, 0.04, 0.09], [-0.27, -0.13, -0.03], [0.43, 0.40, 0.05], [1.12, 1.37, -0.24], [-0.56, 0.57, -0.04], [0.42, -0.02, -0.54], [0.09, -0.01, -0.36], [0.56, 0.13, -0.05], [0.16, 0.36, 0.17], [-0.62, 0.11, -0.07], [-0.03, 0.25, -0.53], [0.06, 0.06, -0.32], [0.53, 0.26, 0.19], [-0.22, -0.16, 0.07], [0.00, -0.05, 0.54], [-0.04, -0.07, -0.23], [0.49, -0.32, 0.20], [-1.04, -0.40, 0.48], [0.11, -0.54, 0.26], [-0.12, 0.29, -0.59], [0.08, 0.41, -0.65], [0.22, -0.10, -0.39], [0.04, 0.21, 0.06], [-0.39, -0.25, 0.24], [0.21, -0.06, -0.03], [-0.23, -0.40, -0.17], [-0.19, -0.60, 0.25], [0.06, 0.40, 0.15], [-0.02, -0.31, 0.20], [0.20, -0.02, -0.10], [-0.07, -0.78, -0.11], [0.02, -0.10, -0.12], [-0.27, 0.40, -0.23], [-0.70, -0.16, 0.27], [-0.08, -0.36, 0.24], [-0.36, 0.47, -0.19], [0.58, -0.60, -0.07], [0.62, 0.21, -0.11], [-0.29, 0.69, -0.27], [-0.39, 0.15, -0.40], [-0.72, -0.12, 0.01], [-0.25, 0.08, 0.08], [0.38, -0.02, -0.19], [0.76, -0.23, -0.26]],
  "mulliken_charge": [-0.3662, -0.6489, -0.2825, -0.6675, -0.2978, -0.6883, -0.3029, -0.6346, -0.3149, -0.3460, -0.7862, -0.6947, -0.7676, -0.7023, -0.4062, -0.7648, -0.4100, -0.3600, -0.7821, -0.7561, 0.4315, -0.7385, 0.5063, 0.3587, -1.3729, 0.6187, -0.7501, 0.6768, -0.7217, -0.7241, -0.7806, 0.5926, -0.7759, -0.7441, -0.6776, -1.4395, -1.4307, -1.3568, 0.4604, -1.4834, 0.2644, 0.3246, 0.2287, 0.3609, 0.2552, 0.3196, 0.3771, 0.2459, 0.3288, 0.3644, 0.3620, 0.3138, 0.2916, 0.3544, 0.3607, 0.3153, 0.1608, 0.3257, 0.3843, 0.4110, 0.2374, 0.2146, 0.2436, 0.2959, 0.3360, 0.4086, 0.1798, 0.2995, 0.2651, 0.3204, 0.2803, 0.4064, 0.2461, 0.2688, 0.3268, 0.2527, 0.3571, 0.2946, 0.3153, 0.2810, 0.3036, 0.2098, 0.3872, 0.2879, 0.3017, 0.3284, 0.3394, 0.2980, 0.2517, 0.1589, 0.2632, 0.2171, 0.3437, 0.3399, 0.3510, 0.1741, 0.2541, 0.3558, 0.3323, 0.3329, 0.3175, 0.3937, 0.2535, 0.3565, 0.3868, 0.2568, 0.3554]
}


[2]
{
  "formula": "C22H68O12",
  "method": "wB97M-V/def2-TZVPD",
  "spin_multiplicity": 2,
  "charge": 1,
  "orbital_gap_ev": [9.46, 2.70],
  "homo_energy_ev": [-11.697, -11.697],
  "species": ["O", "O", "O", "O", "O", "O", "O", "O", "O", "O", "O", "O", "C", "C", "C", "C", "C", "C", "C", "C", "C", "C", "C", "C", "C", "C", "C", "C", "C", "C", "C", "C", "C", "C", "H", "H", "H", "H", "H", "H", "H", "H", "H", "H", "H", "H", "H", "H", "H", "H", "H", "H", "H", "H", "H", "H", "H", "H", "H", "H", "H", "H", "H", "H", "H", "H", "H", "H", "H", "H", "H", "H", "H", "H", "H", "H", "H", "H", "H", "H", "H", "H", "H", "H", "H", "H", "H", "H", "H", "H", "H", "H", "H", "H", "H", "H", "H", "H", "H", "H", "H", "H"],
  "coordinates": [[-3.722, 2.132, 3.454], [3.140, 3.746, 1.205], [4.818, 1.771, 1.921], [-0.899, 2.730, 3.136], [0.701, 2.017, 1.055], [0.159, 3.990, -0.734], [7.387, -0.856, -1.218], [0.151, -1.960, -3.570], [-0.418, -4.063, -1.721], [0.160, 0.820, -4.021], [-1.451, -3.326, 5.035], [-2.978, 4.671, -3.029], [0.438, 0.704, 0.643], [-1.411, -1.950, 5.001], [2.458, -1.824, -3.782], [-1.601, -1.499, 3.529], [-0.014, -1.511, 5.623], [1.048, -3.594, -0.027], [-4.997, 4.019, -4.311], [-5.526, 0.560, 3.467], [-4.907, 1.952, 1.435], [-1.108, -4.938, 0.288], [5.514, 0.109, -2.211], [-4.350, 1.173, 2.686], [1.158, -2.383, -4.432], [6.101, -0.357, -0.907], [3.907, 1.171, 2.798], [-4.160, 3.914, -3.051], [-0.417, -3.728, -0.357], [5.208, -1.496, -0.300], [-3.704, 2.510, -2.652], [-0.929, 0.625, 0.056], [1.455, 0.332, -0.393], [1.031, -3.901, -4.560], [1.037, 0.305, -1.400], [-1.353, -3.621, 5.943], [4.574, 0.628, -2.023], [3.343, -1.996, -4.394], [-0.011, -4.170, -4.735], [-4.523, 3.485, -5.135], [2.553, -2.268, -2.792], [-5.926, -0.391, 3.115], [-1.179, -2.215, 2.824], [-3.567, 0.523, 2.294], [-6.014, 3.640, -4.203], [0.602, 1.662, -3.914], [1.625, -3.180, -0.854], [2.293, 3.353, 0.994], [-0.048, -1.031, -3.709], [-4.081, 2.359, 0.852], [0.930, -1.868, -5.365], [5.248, -2.403, -0.904], [6.161, 0.877, -2.637], [0.064, -2.004, 6.592], [-1.170, 1.443, -0.623], [1.523, -4.522, 0.292], [5.559, -1.673, 0.717], [1.942, -0.635, -0.265], [-2.718, 4.909, -2.135], [7.945, -0.108, -1.443], [-4.503, 1.770, -2.600], [-1.742, 2.316, 3.320], [-0.156, -3.282, -2.214], [-0.399, 0.938, -4.789], [5.364, -0.648, -2.981], [6.082, 0.477, -0.206], [3.718, 3.000, 1.364], [-0.598, -5.881, 0.092], [1.362, -4.425, -3.664], [-2.217, -1.516, 5.593], [-1.007, -0.346, -0.432], [-4.786, 4.237, -2.219], [1.647, -4.203, -5.408], [-2.177, -5.023, 0.096], [4.341, 1.034, 3.789], [-3.088, 2.067, -3.434], [-0.829, 3.431, 3.784], [1.147, -2.954, 0.849], [5.675, 1.350, 2.023], [0.836, -1.756, 4.986], [-1.734, 0.516, 0.783], [-5.562, 2.755, 1.774], [-5.244, 0.296, 4.486], [-1.127, -0.550, 3.280], [0.099, -0.431, 5.718], [2.309, -0.749, -3.682], [3.014, 1.784, 2.925], [0.048, 2.180, 1.739], [3.469, 0.239, 2.443], [-5.505, 1.305, 0.793], [-6.358, 1.260, 3.555], [0.524, 3.729, -1.579], [-2.658, -1.398, 3.279], [4.159, -1.206, -0.258], [2.333, 0.951, -0.577], [-0.971, -2.847, -0.033], [-4.289, 2.795, 3.855], [-4.988, 5.068, -4.607], [-3.102, 2.549, -1.744], [0.598, 0.114, 1.546], [0.301, 3.232, -0.166], [-1.035, -4.842, 1.371]],
  "forces_ev_per_a": [[2.13, 0.60, 1.41], [-0.19, 0.51, -0.13], [0.24, -0.20, -0.33], [0.36, -0.22, -0.10], [0.32, 0.51, -0.09], [-0.43, 0.54, -0.54], [0.25, -0.37, 0.96], [-1.92, -0.85, 1.89], [-0.16, 0.04, 0.97], [-0.11, -0.38, 0.01], [-0.49, -1.57, -0.34], [0.45, 1.13, -1.34], [1.10, 0.46, 0.10], [1.99, 1.87, -0.39], [-0.49, -0.37, -1.00], [-0.05, -0.04, 0.21], [-1.14, 0.34, -0.82], [2.16, 0.24, 0.74], [1.16, 0.36, -0.44], [0.47, -0.82, 0.41], [0.13, -0.99, 0.38], [0.44, 0.14, 1.38], [-0.57, 1.21, -0.27], [-2.55, 1.11, -1.85], [0.89, 0.16, 0.18], [-1.43, -1.30, -0.82], [-0.91, -0.34, 0.97], [-0.34, -1.31, 1.94], [-2.41, -3.23, 0.50], [0.97, 0.75, -0.09], [-0.33, -0.81, -0.95], [-1.31, -1.42, 0.28], [1.28, -0.70, -1.70], [0.37, 0.78, -0.39], [-0.43, -0.14, -0.07], [-0.02, -0.09, 0.08], [-0.30, -0.06, -0.08], [0.06, -0.13, 0.15], [0.04, 0.02, -0.20], [0.04, -0.16, -0.07], [0.23, -0.02, -0.01], [0.04, 0.15, -0.66], [0.14, -0.34, 0.18], [-0.16, -0.45, 0.56], [0.13, 0.11, 0.25], [0.19, 0.23, 0.14], [0.01, 0.19, 0.15], [-0.32, -0.01, -0.05], [0.15, 0.60, 0.24], [-0.03, 0.10, 0.05], [0.54, -0.33, -0.48], [0.33, -0.03, 0.04], [0.13, 0.03, -0.14], [0.27, 0.18, 0.03], [0.25, -0.12, -0.08], [-0.39, -0.35, -0.48], [-0.10, -0.39, -0.02], [-0.38, -0.35, 0.31], [-0.15, -0.12, 0.08], [0.12, 0.04, -0.05], [-0.37, 0.17, 0.57], [-0.79, -0.08, 0.07], [0.31, 1.89, -1.87], [-0.25, 0.18, -0.28], [0.10, -0.29, 0.30], [0.38, 0.08, 0.14], [0.44, 0.04, -0.12], [-0.02, 0.10, -0.47], [0.23, 0.00, 0.08], [-0.05, 0.12, 0.17], [-0.02, 0.00, -0.68], [-0.30, 0.32, 0.08], [-0.06, -0.35, 0.12], [0.15, 0.19, -0.45], [-0.01, -0.16, 0.03], [0.44, 0.32, -0.19], [0.21, 0.25, 0.05], [-0.25, 0.40, -0.15], [0.04, 0.07, -0.03], [-0.15, -0.65, -0.09], [0.02, 0.59, 0.42], [0.07, 0.09, 0.04], [0.35, 0.27, 0.15], [0.03, 0.18, 0.41], [-0.43, 0.11, 0.38], [0.16, -0.03, 0.09], [0.31, 0.55, -0.10], [-0.23, 0.89, 0.85], [0.48, -0.48, -0.24], [0.01, -0.08, -0.08], [0.07, 0.15, -0.21], [0.12, 0.15, -0.21], [-0.07, -0.10, 0.08], [0.05, 0.35, 0.03], [-0.13, 0.73, 0.88], [0.14, 0.77, -0.91], [-0.43, -0.19, -0.22], [-0.39, 0.04, 0.00], [-0.23, -0.08, 0.10], [-0.40, -0.68, -0.05], [0.19, -0.41, 0.54], [0.01, 0.22, 0.17]],
  "mulliken_charge": [-0.5724, -0.7106, -0.6246, -0.4654, -0.0352, -0.6223, -0.5643, -0.5288, -0.0689, -0.5404, -0.5366, -0.5713, 0.6403, 0.3540, -0.6672, -0.3853, -1.2525, -0.4523, -1.3377, -1.6330, -1.4780, -1.6246, -1.1148, 1.5783, 0.4265, 0.6575, -0.5348, 0.5244, 1.0642, -0.6654, -0.8041, -0.0528, -0.4346, -1.4152, -0.1012, 0.3329, 0.1726, 0.4768, 0.3768, 0.3319, -0.1607, 0.3660, 0.1240, -0.5731, 0.3499, 0.2482, -0.2124, 0.3044, 0.1352, 0.3193, 0.3793, 0.3897, 0.4514, 0.4051, 0.1535, 0.4374, 0.3598, -0.2152, 0.3256, 0.3550, 0.4415, 0.2702, 0.3167, 0.2216, 0.2148, 0.0034, 0.4005, 0.4034, 0.2962, 0.2069, 0.0948, 0.1913, 0.4442, 0.4470, 0.4136, 0.2214, 0.2064, 0.3100, 0.3286, 0.2834, -0.4907, 0.4007, 0.4135, -0.0402, 0.3140, 0.2568, 0.2101, 0.1509, 0.1544, 0.3788, 0.4038, 0.3065, 0.2200, -0.1621, 0.3555, 0.0039, 0.3208, 0.3438, -0.0160, -0.1055, 0.3783, 0.4021]
}


In eV, the ΔE to the lowest compared entry with this formula, charge and spin values for the records above are, in order, 3.687 0.000.